[1]
2 unconnected molecules or ions with the total composition C6H12O, computed with wB97M-V/def2-TZVPD.

XYZ file:
```
19
Properties=species:S:1:pos:R:3:forces:R:3:mulliken_charge:R:1
C 1.768313 -0.801125 -0.396807 0.053 0.026 -0.018 -1.1047
C 0.349908 -0.993467 0.057345 -0.011 -0.270 -0.254 0.6745
O -0.012155 -0.273092 1.169204 0.080 0.124 0.003 -0.5732
C 0.319363 2.578163 -0.379977 -0.082 0.083 0.135 -0.5305
C -0.196033 2.915850 0.799075 0.065 -0.010 -0.156 -0.5501
C -1.932885 -2.026345 -0.040238 -0.070 0.013 0.041 -1.0843
C -0.519977 -1.834329 -0.505242 0.123 0.082 0.050 -0.2640
H 1.962072 0.249804 -0.652652 -0.051 -0.151 0.045 0.2447
H 1.988120 -1.410062 -1.277154 -0.070 0.080 0.133 0.3147
H 2.467990 -1.075093 0.401978 -0.107 0.027 -0.089 0.3059
H 0.488737 0.555138 1.179433 -0.081 -0.125 0.026 0.3098
H 1.225393 3.042105 -0.763767 -0.135 -0.047 0.082 0.2412
H -0.154799 1.830233 -1.013064 0.061 0.099 0.115 0.3151
H 0.265634 3.669043 1.433048 -0.042 -0.100 -0.117 0.2547
H -1.106571 2.451942 1.171702 0.136 0.058 -0.067 0.2941
H -2.637789 -1.960013 -0.877860 0.110 -0.012 0.121 0.3022
H -2.200275 -1.267958 0.700123 0.013 -0.123 -0.106 0.2859
H -0.169705 -2.434211 -1.342068 -0.013 0.113 0.124 0.2826
H -2.072930 -3.012063 0.421597 0.019 0.135 -0.069 0.2815
```
Positions in Å, forces in eV/Å.

The gap between HOMO and LUMO is 9.37 eV. For the electronic energy, the calculation gives -310.999461 Eh. The SMILES is C/C=C(/C)O.C=C. Its multiplicity is 1. The value obtained for the maximum force is 0.4 eV/Å.

[2]
A molecular structure, C40H33FN4O6PY, computed with wB97M-V/def2-TZVPD.

XYZ file:
```
86
Properties=species:S:1:pos:R:3:forces:R:3:mulliken_charge:R:1
Y -0.761531 1.329601 -1.026953 -0.561 0.736 -0.506 1.1286
O -2.219869 -0.792603 -4.527515 0.502 0.089 0.867 -0.7971
C -1.641467 -0.455753 -3.473138 -0.587 1.957 -2.342 -0.0288
N -1.220467 0.810154 -3.180248 -0.267 -0.552 -1.062 0.2624
C -1.376534 1.798831 -4.293886 -0.096 -1.387 0.110 -0.6606
C -0.915927 3.175852 -3.929677 0.432 0.725 -0.312 0.5866
C -0.470323 4.043498 -4.970044 -0.677 -0.929 0.671 -0.8878
C -0.120758 5.328116 -4.639850 0.505 0.353 -0.330 -0.2443
C -0.159310 5.734683 -3.308209 -0.401 0.388 0.809 -0.8292
C -0.490008 4.802302 -2.332854 0.096 -0.634 -0.177 -0.2088
N -0.875257 3.540151 -2.643352 0.164 -0.083 -0.195 0.0109
C -1.338370 -1.504933 -2.483511 0.673 -0.257 0.854 0.4521
C -1.600171 -2.844876 -2.765818 -0.413 0.935 -0.357 -0.7275
C -1.264859 -3.789382 -1.841464 0.877 0.523 1.550 -0.4410
C -0.670354 -3.360801 -0.624989 -0.127 -0.249 0.130 -0.9761
C -0.431770 -2.000232 -0.426648 0.122 -0.990 -0.049 -0.3928
N -0.733762 -1.096861 -1.357126 -0.353 -0.211 -0.114 0.5684
H -2.415900 1.817272 -4.704328 0.584 -0.004 0.445 0.3550
H -0.738606 1.481393 -5.140261 -0.331 -0.069 0.206 0.3247
H -0.450199 3.676481 -6.001332 0.054 0.166 0.435 0.4259
H 0.276783 5.982960 -5.424140 -0.384 -0.050 0.379 0.3743
H -0.003429 6.777605 -2.994140 0.305 -0.645 -0.311 0.3626
H -0.370854 4.982511 -1.257117 -0.189 0.205 -0.578 0.3996
H -2.108794 -3.047140 -3.699538 0.150 -0.106 0.009 0.5663
H -1.424060 -4.821520 -2.050047 -0.145 -0.640 0.054 0.4789
H -0.408568 -4.052979 0.201635 -0.183 0.391 -0.856 0.4142
H 0.042760 -1.635916 0.486868 -0.170 -0.080 -0.291 0.6049
C -5.768886 -1.578994 4.561367 0.071 0.121 -0.734 -1.3088
C -4.783897 -2.436554 3.761290 0.158 0.619 -0.327 -0.2971
C -4.111722 -3.537880 4.563292 0.515 -0.098 -0.340 -1.0506
C -3.078133 -3.016793 5.541235 0.472 -0.097 0.559 -1.0635
C -2.140276 -2.013306 4.899343 0.012 0.297 -0.240 1.0683
C -0.903341 -1.723286 5.473935 -0.474 -0.343 -0.183 -0.7395
C 0.002721 -0.954017 4.782086 0.252 1.200 -1.830 0.0279
F 1.186792 -0.645625 5.362905 -0.323 -0.368 -0.139 -0.3550
C -0.245397 -0.450818 3.499023 0.216 0.135 0.893 -0.8368
C -1.562717 -0.582593 2.972987 0.639 -0.387 0.238 0.3627
C -1.934260 0.057815 1.711293 2.682 -0.122 -0.337 1.1903
O -0.905470 0.516493 1.055998 -2.160 -0.402 1.101 -0.5802
C -3.296556 0.063018 1.338180 0.061 -0.353 0.444 -0.2995
C -4.169678 -0.754765 2.074255 1.033 -0.044 0.553 -0.3034
N -3.776726 -1.534107 3.131197 0.395 0.767 -0.891 0.1445
C -2.479950 -1.393960 3.649867 -0.423 -0.327 1.002 -0.1742
C -3.780795 0.986963 0.228584 -1.178 0.147 -0.016 -0.0259
O -5.002480 1.158135 0.200079 1.032 -0.007 -0.293 -0.7309
O -2.883690 1.525099 -0.531413 -0.878 -0.421 0.651 -0.6390
H -6.420915 -2.247171 5.086557 -0.545 -0.242 0.437 0.4322
H -6.379540 -0.961851 3.879670 0.256 -0.209 0.341 0.4272
H -5.274730 -0.912656 5.270271 0.099 -0.136 -0.034 0.3525
H -5.271665 -2.914650 2.904496 -0.225 0.124 0.267 0.4759
H -3.607325 -4.232126 3.894184 0.000 0.016 -0.332 0.3765
H -4.879341 -4.123585 5.052174 -0.195 -0.027 0.248 0.4412
H -2.413313 -3.817945 5.903573 -0.458 -0.029 -0.182 0.4627
H -3.580162 -2.671027 6.449608 0.140 0.494 -0.109 0.3752
H -0.542123 -2.096077 6.428528 -0.503 -0.209 -0.007 0.4804
H 0.581219 0.091388 2.990779 -1.050 -0.304 0.257 0.5560
H -5.237767 -0.810976 1.873569 0.301 0.136 -0.405 0.5772
O 2.273235 4.295434 -0.597842 -0.574 -0.789 0.188 -0.6552
C 2.043025 3.127382 -0.319281 -0.520 0.397 -0.479 0.4605
O 0.879047 2.494580 -0.513324 2.422 1.539 0.721 -0.2941
C 3.168170 2.268058 0.269265 -0.233 0.340 1.064 -0.9638
P 3.068367 0.625697 -0.526970 -0.725 -0.914 1.712 0.8771
C 3.625338 0.861678 -2.191066 0.489 0.291 -0.724 0.4030
C 4.179170 2.091395 -2.602271 -0.353 -0.494 0.280 -0.3305
C 4.086845 2.431813 -3.934003 0.704 0.625 -0.534 -0.6500
C 3.513102 1.564669 -4.860989 0.706 0.069 0.364 -0.6488
C 3.131683 0.291344 -4.479538 -0.260 -0.662 -0.105 -0.5472
C 3.178684 -0.080650 -3.139038 0.104 1.698 -0.248 -0.6278
C 4.299466 -0.354444 0.389430 1.390 -0.834 0.488 0.3233
C 3.868743 -1.159042 1.484469 1.501 0.413 -1.469 -0.5267
C 4.700902 -2.118055 2.040848 0.074 -0.267 -0.120 -0.5027
C 5.977628 -2.337943 1.496896 -0.322 -0.434 0.679 -0.4308
C 6.469449 -1.476509 0.523612 0.011 -0.113 -0.146 -0.5574
C 5.659007 -0.483973 -0.018807 -0.982 0.694 -0.325 -0.3198
H 2.931098 2.143459 1.367041 0.112 -0.200 -1.053 0.5291
H 4.137736 2.806506 0.261264 -0.584 -0.308 -0.300 0.3630
H 4.624868 2.794405 -1.885004 -0.383 -0.391 -0.334 0.3032
H 4.553061 3.376992 -4.261414 -0.550 -0.482 0.076 0.3601
H 3.480128 1.865359 -5.886000 -0.171 0.077 -0.495 0.4733
H 2.750667 -0.425330 -5.218722 0.140 0.392 0.286 0.3654
H 2.732661 -0.997526 -2.829351 -0.138 -0.591 0.291 0.4095
H 2.875891 -1.098980 1.821045 -1.266 0.228 0.390 0.3938
H 4.284857 -2.739518 2.850247 0.470 0.219 -0.469 0.3597
H 6.544613 -3.224575 1.837654 -0.148 0.819 -0.180 0.3342
H 7.476339 -1.611326 0.139456 -0.100 0.007 0.058 0.3680
H 6.037948 0.202536 -0.818840 -0.317 -0.842 0.752 0.2638
```
Positions in Å, forces in eV/Å.

The gap between HOMO and LUMO is 7.16 eV. For the electronic energy, the calculation gives -2694.358794 Eh. Its multiplicity is 1. The value obtained for the maximum force is 3.1 eV/Å.

[3]
A molecular structure, F2H2NPS, computed with wB97M-V/def2-TZVPD.

XYZ file:
```
7
Properties=species:S:1:pos:R:3:forces:R:3:mulliken_charge:R:1
N -0.091815 1.449040 0.050445 1.399 -4.211 0.234 -0.6363
F -1.090832 -1.193922 -0.566164 1.588 0.192 0.519 -0.2304
F -0.439436 -0.833592 1.651568 1.214 -0.336 -0.842 -0.1850
P 0.256722 -0.760486 0.224639 -3.445 3.975 -0.237 0.7572
S 1.858153 -1.612597 -0.268452 -0.362 0.174 0.416 -0.2399
H -1.026091 1.364489 -0.341006 -0.196 0.023 -0.171 0.2673
H 0.533298 1.587068 -0.751029 -0.197 0.182 0.081 0.2671
```
Positions in Å, forces in eV/Å.

The gap between HOMO and LUMO is 9.97 eV. For the electronic energy, the calculation gives -995.271755 Eh. Its multiplicity is 1. The value obtained for the maximum force is 5.3 eV/Å.

[4]
A molecular structure, C9H6IN3OS2Tb, computed with wB97M-V/def2-TZVPD.

XYZ file:
```
23
Properties=species:S:1:pos:R:3:forces:R:3:mulliken_charge:R:1
Tb 11.272136 6.742646 5.478390 -2.209 -1.229 0.368 0.7855
S 12.525491 6.488373 7.665648 0.391 1.107 -0.327 -0.2368
C 12.517198 8.206069 7.197898 0.428 0.307 0.488 0.6271
C 12.068356 9.163297 8.191194 0.847 -2.587 -1.819 -0.0504
N 11.477356 9.790905 8.916447 -1.283 1.897 2.079 -0.3575
C 12.750220 8.786090 5.961310 0.606 -1.018 0.484 0.4956
S 13.185227 7.897261 4.512833 0.667 0.814 -0.212 -0.2441
C 12.618550 10.199917 5.881538 0.398 -2.711 -0.173 -0.1542
N 12.655126 11.320395 5.790779 -0.153 3.272 -0.292 -0.3061
O 11.884289 4.328553 4.897988 0.688 1.433 0.503 -0.5554
H 12.849010 4.262039 4.873751 0.199 0.253 0.286 0.3484
H 11.638877 3.544779 4.443646 -0.949 -1.198 -0.712 0.2975
I 9.212653 9.705524 5.675562 0.078 -0.353 -0.183 0.1544
C 8.361739 8.317594 6.996163 1.681 -0.457 0.105 0.3154
C 7.095997 8.508179 7.456715 -1.190 -0.222 -1.101 -0.5824
C 6.592744 7.484467 8.246274 -2.370 -0.926 0.154 -0.1882
C 7.384695 6.446484 8.670611 1.790 -0.851 0.283 -0.6031
C 8.727468 6.408096 8.234673 -1.647 1.196 -1.020 -0.2022
N 9.183340 7.282991 7.331704 -0.359 0.987 -0.435 -0.0166
H 6.416920 9.203365 6.921013 0.642 -0.196 0.931 0.3461
H 5.475911 7.351394 8.372559 1.430 0.657 0.196 0.3173
H 7.077971 5.567585 9.252239 -0.350 0.750 -0.162 0.3640
H 9.385367 5.615057 8.443285 0.663 -0.926 0.558 0.4458
```
Positions in Å, forces in eV/Å.

The gap between HOMO and LUMO (alpha / beta) is 7.01 / 8.48 eV. For the electronic energy, the calculation gives -2504.305319 Eh. Its expectation value of S² is 12.211. Its multiplicity is 7. The value obtained for the maximum force is 3.3 eV/Å. As for the charge: +1.